# C18H54O9S

A 9-piece molecular cluster, C18H54O9S overall (ωB97M-V with the def2-TZVPD basis set, the OMol25 dataset).

Element x y z (Å)
C -0.13823 1.69290 4.05243
C -0.41823 2.63090 2.82443
O -0.01123 3.93990 3.30043
H -0.31523 0.71690 3.97243
H -0.72623 1.81290 4.83843
H 0.91477 1.80590 4.51543
H -1.38923 2.46190 2.45443
H 0.16377 2.63390 1.98243
H -0.94423 4.43790 2.96343
C -1.32223 2.45990 -4.42157
C -2.01023 1.45790 -3.47957
O -3.07423 0.69990 -4.14457
H -1.05623 1.71790 -5.15557
H -0.36323 2.82090 -4.15157
H -1.97323 3.28190 -4.67557
H -2.12823 2.24390 -2.61457
H -1.16123 0.88090 -2.98857
H -3.79223 1.26390 -4.14557
C 2.97477 -1.11310 3.36743
C 3.75377 -0.06610 2.49843
O 3.67677 -0.40110 1.11743
H 2.91777 -2.10810 3.13743
H 2.00177 -0.84010 3.06443
H 3.18277 -0.90710 4.51843
H 4.87477 -0.15310 2.83443
H 3.67777 0.77690 2.75243
H 4.31877 -0.08510 0.61343
C -4.49023 1.80590 2.65543
C -3.82823 0.97290 1.57643
O -3.10823 1.90490 0.75643
H -3.84223 2.49290 3.32543
H -4.96423 1.36990 3.40143
H -5.31123 2.41690 2.34943
H -4.62823 0.34990 0.83143
H -3.23423 0.20190 1.85343
H -2.60323 1.34690 0.23643
C -0.20723 4.19190 -0.76657
C 1.19977 4.10290 -0.93657
O 1.72077 5.46190 -0.82557
H -0.73023 3.33690 -1.24457
H -0.57623 4.96590 -1.24557
H -0.36423 4.30590 0.29343
H 1.62477 3.84090 -1.79057
H 1.64577 3.50190 -0.26757
H 2.60477 5.61390 -0.46057
C 0.79277 -4.97610 4.07043
C -0.28223 -3.93010 3.57343
O -0.69223 -4.28410 2.32643
H 0.60477 -6.02610 3.69343
H 0.83377 -5.15610 5.20643
H 1.79377 -4.57810 3.52543
H 0.36177 -2.95110 3.54043
H -1.14723 -3.79510 4.23643
H -1.46923 -3.57210 2.01743
C -0.94323 -6.07910 -1.91257
C -0.99823 -5.86710 -0.37557
O -0.54423 -4.61910 -0.29957
H -1.54523 -7.01210 -2.24957
H -0.00023 -6.04910 -2.50257
H -1.74023 -5.36710 -2.25657
H -0.24123 -6.59410 0.09043
H -1.90723 -6.03210 0.07943
H -0.27823 -4.29110 0.66943
C 2.12777 0.62190 -4.70157
C 2.50677 1.92590 -5.38757
O 2.30777 1.92190 -6.74857
H 2.70077 -0.32510 -5.11357
H 1.07577 0.33290 -5.01657
H 2.40577 0.39090 -3.73257
H 3.68477 2.20490 -5.22157
H 1.91777 2.79590 -4.93857
H 2.26877 2.83090 -6.90757
C 0.30677 -0.93610 0.93643
S -0.62023 -0.99210 -0.57357
O -1.21723 0.44790 -0.63657
C 0.74277 -0.87710 -1.77557
H -0.35723 -0.65810 1.59043
H 1.11677 -0.09710 0.90143
H 0.81177 -1.84810 1.02643
H 0.44377 -0.98410 -2.84457
H 1.39877 -1.72310 -1.61157
H 1.23877 -0.10010 -1.44957

Cartesian forces, eV/Å:
4.729 2.829 -2.597
1.533 -0.701 3.757
-5.966 2.506 -1.517
-0.210 -4.434 -1.563
-3.102 2.009 3.378
-1.391 -0.017 -1.160
-1.698 0.538 0.001
1.923 -1.798 -2.134
4.192 -1.012 1.736
-0.608 -2.299 -0.867
2.138 2.493 2.278
3.937 -0.498 1.646
-0.117 0.659 -1.844
0.772 0.493 1.183
-0.138 0.017 -0.652
-1.833 -2.182 -0.715
-1.690 -0.329 -1.089
-2.532 1.729 -0.089
0.479 4.451 1.699
5.802 -14.225 -1.900
-5.429 -2.027 3.474
1.358 -2.648 -0.750
-1.906 0.548 0.729
-0.679 -0.503 -2.528
-1.278 -0.408 -0.716
-2.905 12.441 2.987
4.542 2.384 -2.959
2.283 2.597 -0.735
-3.751 2.062 -3.200
-2.027 0.906 2.265
-0.163 -0.901 -1.775
-2.034 -3.498 3.331
-0.143 0.771 -1.217
1.433 1.820 2.071
2.189 -2.164 1.597
2.247 -1.503 -2.321
-1.081 -4.024 1.311
1.608 3.794 0.830
-0.178 1.018 0.481
0.232 0.023 0.931
-1.702 4.141 -2.237
-0.752 -0.197 0.312
0.784 -1.802 -4.509
1.472 -2.166 2.964
-0.396 -0.830 -0.060
0.880 -0.186 -0.801
2.778 1.220 2.569
-3.879 2.442 -3.023
-0.040 1.256 0.004
0.297 1.023 -1.712
-1.953 -1.346 1.871
-1.549 -1.185 0.200
0.359 -0.099 0.134
2.949 -2.882 1.176
-3.851 -1.736 -0.884
4.240 -3.417 -2.026
1.970 5.311 3.409
1.404 0.769 0.761
-0.601 0.320 1.041
1.321 0.152 -0.254
-0.972 0.589 -0.257
-2.432 -0.450 0.666
-0.877 -1.686 -2.881
-0.260 -2.807 -4.198
2.691 1.351 2.810
-0.484 -2.080 -0.492
-0.660 1.968 -0.258
0.932 0.568 0.995
-0.123 0.859 2.475
-2.552 -0.752 0.165
0.671 -1.109 -0.193
-0.198 2.038 -1.326
4.858 1.484 -4.317
-0.982 2.546 -1.181
0.595 -2.091 0.170
-2.400 -5.027 -1.257
-3.616 0.980 4.093
-1.417 -1.388 -0.195
0.555 -1.504 0.756
-0.165 0.732 1.052
0.112 -0.512 0.213
2.454 4.587 0.868

Calculated values
* 2S+1: 1
* Kohn-Sham gap: 9.465 eV
* energy relative to the best compared isomer or geometry (same formula, charge and spin): 2.743 eV